1.
DFT (the ωB97M-V functional and the def2-TZVPD basis) results for a gas-phase ion, C8H22N4 (charge +2).

```
34
Properties=species:S:1:pos:R:3:forces:R:3
C -1.10698 -0.24375 -0.46602 3.168 0.025 -0.480
C -3.27516 0.89128 -0.32020 0.918 0.190 0.211
C -2.17356 -0.08600 1.67471 -1.253 2.263 0.974
C 0.97268 2.08597 1.16314 1.901 0.648 -3.022
C 1.25496 1.62286 -1.23493 -0.782 -3.128 -2.137
C 0.89149 -2.65908 -0.41841 0.432 1.050 -0.074
C 2.74996 -1.26070 0.64142 -1.547 -0.090 -2.451
C 0.56983 -0.24762 0.24451 -2.749 3.173 1.266
N -2.11716 0.11827 0.27450 0.567 0.919 -2.223
N 1.18354 1.08753 0.05234 -1.915 -1.517 2.646
N -1.16773 -0.31086 -1.80945 0.252 0.000 -0.472
N 1.48727 -1.24101 -0.29470 0.058 0.144 -0.246
H -3.92521 0.19768 -0.81676 -0.725 -0.117 0.046
H -3.70118 1.46591 0.48959 -0.599 -0.496 0.336
H -2.99292 1.70609 -1.00165 0.639 -0.651 -0.143
H -2.28303 0.87864 2.20311 0.707 -0.316 -0.121
H -3.09382 -0.52505 1.88091 -1.827 -1.050 0.287
H -1.48906 -0.73833 2.09462 1.750 -0.955 0.507
H 0.99245 3.15078 0.81248 -0.263 -1.164 -0.013
H 0.12300 1.86177 1.65016 -3.216 -0.376 1.717
H 1.76840 1.98236 1.82557 1.458 -0.122 1.274
H 1.87217 0.87794 -1.79945 -0.726 0.495 -0.676
H 0.33403 1.91822 -1.77754 0.295 -0.212 0.373
H 1.91382 2.37490 -1.19663 2.159 3.272 -0.016
H 0.85269 -3.11531 0.55151 0.301 -0.110 0.502
H -0.09463 -2.68175 -0.82568 -0.740 0.635 -0.236
H 1.48126 -3.20904 -1.11054 0.860 -0.507 -0.253
H 3.21094 -2.01186 0.14860 2.031 -2.931 -1.035
H 3.37870 -0.46887 0.40045 0.485 2.045 0.285
H 2.63287 -1.56294 1.63614 -0.963 0.136 1.442
H 0.37946 -0.38261 1.37901 0.555 -0.100 -2.088
H -0.38834 -0.42512 -2.49811 -0.736 0.160 1.565
H -2.05263 -0.23942 -2.30602 -0.002 0.072 0.351
H 1.81185 -0.81087 -1.24671 -0.492 -1.386 1.906
```
Forces are in eV/Å.

**Total charge**: +2
**DFT total energy**: -14594.11035 eV
**Frontier orbital gap**: 0.35943 hartree
**Lowest unoccupied orbital energy**: -0.246 Eh
**HOMO energy**: -16.48 eV

---

2.
DFT (the ωB97M-V functional and the def2-TZVPD basis) results for 2 unconnected molecules or ions with the total composition C4H10N3.

```
17
Properties=species:S:1:pos:R:3:forces:R:3
C 0.62840 0.41432 2.45419 -0.317 3.924 0.642
C 0.27237 -1.85826 -1.43211 -0.216 1.127 1.523
C 0.14509 -0.89156 0.60684 0.455 -2.836 0.820
C -0.24866 1.39306 -1.13620 -3.675 -0.030 -2.158
N 0.16338 0.34043 1.29022 0.849 -0.229 0.729
N -1.28649 1.53596 -0.34795 0.890 -0.108 0.942
N 0.03560 -0.74773 -0.83607 1.128 -2.110 0.247
H 0.64419 1.51754 2.83428 -0.014 -2.247 -0.074
H 0.98233 -0.35973 3.09646 0.439 -0.792 0.147
H 0.16476 -1.75832 -2.46461 0.089 -0.784 -1.754
H 0.53959 -2.80335 -0.87958 -0.280 0.901 -0.818
H 1.01664 -1.59800 0.88872 -0.927 1.335 -0.421
H -0.71860 -1.47984 0.94068 -0.217 0.249 -0.008
H -0.50373 1.38099 -2.26269 1.068 0.255 1.916
H 0.73861 1.43180 -0.73169 0.310 0.196 0.022
H -2.27855 1.52309 -0.62551 1.059 0.044 -0.259
H -0.95889 1.21718 0.66709 -0.642 1.105 -1.496
```
Forces are in eV/Å.

**Total charge**: +1
**DFT total energy**: -8770.86002 eV
**Frontier orbital gap**: 0.38576 hartree
**Lowest unoccupied orbital energy**: -0.140 Eh
**HOMO energy**: -14.30 eV

---

3.
DFT (the ωB97M-V functional and the def2-TZVPD basis) results for C4H7N3 in the gas phase.

```
14
Properties=species:S:1:pos:R:3:forces:R:3
C -1.98105 -0.30808 0.85936 5.279 -0.123 -0.905
C 1.54117 -1.86452 -0.49772 1.253 0.716 0.802
C 0.12765 2.21936 -0.46266 3.229 -0.810 -1.398
C 0.11405 -0.11420 -0.21136 1.223 1.596 2.371
N -1.31791 0.03633 -0.17955 -1.689 -0.449 0.332
N 0.51888 -1.27860 -0.93749 -0.172 -0.145 0.116
N 0.76556 1.13656 -0.68178 -0.810 -0.053 0.026
H -2.97441 -0.17363 1.01276 -2.984 0.407 -0.130
H -1.37349 -0.71094 1.67507 -0.392 -0.176 0.432
H 1.86261 -2.77675 -0.97983 0.134 -0.141 -0.117
H 2.23586 -1.45087 0.34329 -1.363 -0.671 -1.128
H 0.69252 3.11412 -0.70818 -0.296 0.219 0.023
H -0.82876 2.28069 -0.09096 -2.217 0.162 0.892
H 0.61731 -0.10946 0.85905 -1.195 -0.532 -1.315
```
Forces are in eV/Å.

**DFT total energy**: -8728.71689 eV
**Frontier orbital gap**: 0.39388 hartree
**Lowest unoccupied orbital energy**: 0.033 Eh
**HOMO energy**: -9.83 eV

---

4.
DFT (the ωB97M-V functional and the def2-TZVPD basis) results for 3 unconnected molecules or ions with the total composition C5H12ClN3.

```
21
Properties=species:S:1:pos:R:3:forces:R:3
C -0.39598 -2.22464 -1.86114 -0.354 0.838 -3.559
C 0.50647 -0.03963 -1.00682 -1.168 1.091 1.943
C 0.03372 -2.03516 0.55625 -0.974 0.987 -5.032
C -0.95401 3.65407 0.83183 -0.176 1.598 1.664
C -0.03141 -1.43978 -0.68963 1.936 -0.048 2.717
N -1.17066 2.34528 1.16883 3.464 -1.847 1.490
N -2.09715 1.64059 1.10503 -1.408 0.101 -1.055
N -2.93021 0.90976 0.98951 -1.510 -1.458 0.287
Cl -4.88958 -0.93949 -0.89146 0.560 -0.211 1.225
H 0.37914 -2.36527 -2.71681 -0.547 0.173 1.864
H -0.79544 -3.18488 -1.60537 -0.379 -0.476 -0.042
H -1.13085 -1.60520 -2.47683 0.232 -0.960 0.882
H -0.33620 0.70678 -1.19853 0.898 -1.043 -0.046
H 1.08435 -0.15379 -1.90280 0.522 0.372 -0.422
H 1.10382 0.45774 -0.15208 -0.753 -1.095 -1.359
H -4.29888 -1.02582 0.29983 -0.586 0.199 -1.325
H -0.27334 -3.06046 0.50873 -0.023 -0.382 1.024
H 0.27370 -1.41824 1.34524 0.560 0.574 2.048
H -0.18290 3.79869 0.15939 2.257 -0.209 -1.069
H -0.73287 4.18951 1.76634 -0.218 0.410 -0.540
H -1.74081 4.02545 0.28025 -2.331 1.386 -0.695
```
Forces are in eV/Å.

**DFT total energy**: -22368.50507 eV
**Frontier orbital gap**: 0.35620 hartree
**Lowest unoccupied orbital energy**: 0.027 Eh
**HOMO energy**: -8.94 eV

---

5.
DFT (the ωB97M-V functional and the def2-TZVPD basis) results for a gas-phase ion, C9H12ClN2O (charge +1).

```
25
Properties=species:S:1:pos:R:3:forces:R:3
C -1.93790 1.31204 2.40476 0.574 -1.904 -0.266
C -3.05917 0.39968 2.43654 0.441 0.143 0.792
C -0.98631 0.71733 1.60995 0.073 0.802 -0.435
C -2.74204 -0.66862 1.66085 -0.062 -0.374 -1.090
C -0.02030 -0.35103 -0.75830 -0.025 -1.583 -0.392
C -0.85337 -1.09955 0.00387 -0.190 -0.949 -2.654
C 0.37187 1.20224 1.15427 -3.781 -1.536 0.819
C 1.88358 1.14835 -0.60852 0.235 -0.058 0.921
C -1.09448 -2.86801 -1.57295 2.773 -0.397 -2.768
N -1.46223 -0.48595 1.05761 -1.596 0.537 2.666
N 0.42267 0.91840 -0.32652 1.522 4.981 0.809
O -1.23574 -2.35753 -0.34717 -0.138 2.454 5.872
Cl -3.71423 -1.99592 1.18990 -0.005 0.234 0.348
H -1.77491 2.10943 3.11034 -0.065 0.350 -0.337
H -3.89458 0.50946 3.13883 0.247 -0.242 -0.791
H 0.54612 -0.71783 -1.60059 -0.240 -0.208 0.046
H 0.39681 2.22027 1.47975 0.536 0.875 -0.725
H 1.09966 0.64884 1.66041 1.523 -0.935 0.352
H 2.37963 0.22180 -0.50332 0.445 -1.128 -0.049
H 2.05012 1.54365 -1.56282 0.070 0.551 -1.432
H 2.31390 1.77818 0.16872 -0.234 0.332 -0.315
H -1.69164 -3.77404 -1.65300 0.410 -0.034 0.017
H 0.03367 -2.96533 -1.86722 -1.927 -0.459 0.452
H -1.47991 -2.09613 -2.16969 -0.689 0.611 -2.012
H -0.03304 1.81179 -0.73003 0.102 -2.061 0.174
```
Forces are in eV/Å.

**Total charge**: +1
**DFT total energy**: -27068.48174 eV
**Frontier orbital gap**: 0.32841 hartree
**Lowest unoccupied orbital energy**: -0.116 Eh
**HOMO energy**: -12.08 eV

---

6.
DFT (the ωB97M-V functional and the def2-TZVPD basis) results for a molecular structure, C7H14N2O.

```
24
Properties=species:S:1:pos:R:3:forces:R:3
C 2.78528 0.11322 -0.25957 -1.873 0.899 -0.277
C -0.45278 0.79669 0.52344 -1.422 -0.222 -0.341
C -1.28015 -0.32440 -0.23301 1.355 0.146 2.015
C 2.86710 -0.95243 0.70059 -1.237 0.051 1.647
C -0.44413 2.26857 0.40564 -2.826 -1.565 -1.030
C -0.83597 -0.42325 -1.66899 -1.473 0.097 0.656
C -2.79038 -0.55787 -0.00437 2.970 -2.451 2.190
N -0.31705 -1.15843 0.70364 -0.902 -0.949 -2.801
N 0.25855 0.00658 1.21244 -0.336 0.972 1.261
O 1.98615 0.09598 -1.17099 1.447 0.633 -0.322
H 3.31552 1.02564 0.08920 0.194 0.149 -0.896
H 3.21893 -0.52669 1.59534 0.706 0.484 1.365
H 3.51296 -1.69259 0.44784 2.173 -2.292 -1.034
H 1.92729 -1.41316 0.96989 -0.213 -0.045 -0.631
H -0.01977 2.81496 1.16062 1.331 0.944 2.070
H -1.53467 2.54342 0.37999 1.001 0.146 -0.351
H 0.04052 2.46905 -0.50717 0.375 0.768 -1.371
H -1.21548 0.44254 -2.22145 0.358 -0.209 -0.185
H -1.10485 -1.35592 -2.12988 -0.708 -0.394 -0.265
H 0.19032 -0.49582 -1.54371 1.923 0.485 -0.734
H -2.96118 -0.97298 1.04412 -0.062 1.236 -1.036
H -3.00769 -1.41414 -0.61522 -0.701 -0.011 -0.741
H -3.24231 0.33715 -0.23522 -1.792 1.617 -0.445
H -0.89622 -1.62614 1.35684 -0.287 -0.490 1.258
```
Forces are in eV/Å.

**DFT total energy**: -12510.06735 eV
**Frontier orbital gap**: 0.35874 hartree
**Lowest unoccupied orbital energy**: 0.037 Eh
**HOMO energy**: -8.75 eV